[1]
32
Properties=species:S:1:pos:R:3:forces:R:3 method="wB97M-V/def2-TZVPD" gap_ev="5.79 / 6.05" s2=6.032 homo_energy_ha="-0.119 / -0.128" energy_ev=-57144.1279 multiplicity=5 total_charge=-1
C 0.9554 -1.4323 -3.2101 -0.2 -0.6 -0.4
C -0.4470 -1.3589 -3.4767 0.1 -0.6 0.3
C -1.1349 -1.9918 -2.3919 0.6 -0.2 -0.1
C -0.1549 -2.4445 -1.4566 0.0 0.0 -0.8
C 1.1349 -2.0994 -1.9644 -0.4 -0.5 -0.3
Pm 0.1273 0.3436 -1.4716 3.3 -1.2 1.8
C -1.8476 1.8885 -2.3025 -0.2 0.6 -0.6
C -0.6809 2.1646 -2.8843 -0.7 2.7 -1.5
C 0.3874 2.6086 -3.5375 -0.2 -0.5 0.5
N 1.9807 1.2185 -1.3072 -1.3 0.2 0.2
H -2.2105 -2.1614 -2.3209 0.3 0.2 0.0
H -0.9131 -0.9403 -4.3705 0.2 -0.1 0.3
H -0.3593 -3.0148 -0.5480 0.1 0.4 -0.3
H 2.0919 -2.3625 -1.5003 -0.5 0.3 -0.2
H 1.7534 -1.0761 -3.8751 -0.4 -0.1 0.5
H -2.5864 1.2154 -2.7710 0.7 0.1 0.3
H 2.7788 1.5929 -0.7811 -0.1 -0.4 -0.4
H -2.1632 2.3499 -1.3458 0.4 -0.1 -0.7
H 0.3240 3.3820 -4.3054 -0.5 0.0 0.1
H 1.4151 2.2636 -3.3173 -0.8 -0.2 0.1
F 0.0121 0.0797 6.8575 0.1 -0.1 0.0
C 0.0207 0.0238 5.5132 0.0 0.1 -0.2
C -0.1010 1.2115 4.7833 0.0 -0.3 0.0
F -0.2060 2.4068 5.4041 0.1 -0.5 0.1
C -0.1458 1.1587 3.4053 0.1 -0.3 -0.3
F -0.2223 2.3215 2.7210 -0.1 -0.6 0.5
C -0.1208 -0.0643 2.6977 0.3 0.2 1.7
S -0.3877 -0.0645 1.0442 -0.8 -0.5 -0.4
C 0.0838 -1.2382 3.4660 0.0 0.4 -0.4
F 0.2325 -2.4240 2.8336 -0.2 0.5 0.4
C 0.1314 -1.2038 4.8521 -0.1 0.2 0.0
F 0.2521 -2.3527 5.5600 0.0 0.6 -0.2



[2]
94
Properties=species:S:1:pos:R:3:forces:R:3 method="wB97M-V/def2-TZVPD" gap_ev=6.31 homo_energy_ha=-0.180 energy_ev=-480056.4599 total_charge=-1
F 0.5305 -4.5792 3.1573 0.6 -0.7 -1.3
C 0.8946 -5.0436 1.8192 -0.3 0.7 -1.0
C 1.5143 -3.8495 0.9091 -0.7 -1.8 -0.2
C 1.1121 -4.1773 -0.6096 -0.4 -0.8 0.9
B 1.6212 -3.0798 -1.7217 0.2 0.2 0.7
C 1.3403 -1.5056 -1.3064 -1.1 0.5 -0.7
C -0.2756 -1.2577 -1.2851 1.2 0.7 -0.3
C -0.7910 -0.4502 -0.0033 0.3 0.1 -0.1
C -1.9354 -1.1514 0.8699 -0.4 2.5 0.0
N -2.7440 -2.1839 0.1740 1.3 -1.6 1.5
C -2.4099 -3.5385 0.6696 -4.5 -0.3 -5.2
C -3.3023 -4.4329 -0.2095 0.5 3.7 0.8
C -4.1299 -3.4925 -1.1563 1.8 2.6 3.2
C -3.7256 -2.0313 -0.8562 1.0 -5.3 1.4
H -0.0754 -5.4153 1.3186 1.3 0.6 0.9
H 1.5947 -5.9456 1.8792 -0.8 1.4 0.3
H 1.0601 -2.8503 1.2150 0.8 -1.3 -0.2
H 2.6503 -3.9046 0.9949 -1.5 0.6 0.1
H -0.0385 -4.2988 -0.6441 1.5 0.1 0.1
H 1.5464 -5.2134 -0.8914 -0.7 1.4 0.5
H 1.0814 -3.3712 -2.7632 -0.3 0.1 -0.6
H 2.8160 -3.1907 -1.8874 0.7 -0.2 -0.1
H 1.8313 -1.2022 -0.3195 -0.6 -0.2 -1.2
H 1.7696 -0.8776 -2.1788 -0.4 -0.6 1.5
H -0.4894 -0.5945 -2.2047 0.0 -1.2 1.3
H -0.7445 -2.2793 -1.4546 0.2 1.4 0.5
H 0.0924 -0.2456 0.7163 -1.3 -0.4 -1.1
H -1.1386 0.5874 -0.3505 0.4 -2.0 0.5
H -2.6751 -0.3125 1.1741 1.1 -1.2 -0.3
H -1.4733 -1.5220 1.8525 -0.9 0.0 -1.7
H -1.6546 -3.7632 1.4828 -1.2 0.6 -1.3
H -3.3314 -5.5761 -0.1794 0.0 2.1 -0.1
H -4.8958 -3.7360 -1.9511 0.9 0.3 1.7
H -4.0342 -1.0386 -1.3020 0.6 -1.5 0.8
C -0.5891 2.4628 -3.7411 0.2 -0.3 0.0
Cl 0.8754 1.5462 -3.3603 -0.5 0.1 -0.2
Cl -0.5200 3.0895 -5.3965 0.0 0.1 0.0
Cl -2.0369 1.4676 -3.5169 0.2 0.0 -0.1
H -0.6470 3.3069 -3.0583 0.0 -0.2 -0.2
C -2.7202 3.7745 -0.3510 -0.1 -0.2 -0.2
Cl -1.2657 2.8240 -0.0100 -0.2 0.5 0.0
Cl -2.6527 4.4204 -1.9967 -0.2 0.3 0.2
Cl -4.1692 2.7849 -0.1250 0.1 0.1 0.0
H -2.7649 4.6084 0.3426 -0.1 -0.2 -0.2
C -6.9053 -6.5475 -0.8632 0.2 0.1 -0.1
Cl -5.4571 -7.5109 -0.5432 -0.2 0.1 0.0
Cl -6.8684 -5.8967 -2.5074 0.0 -0.1 0.2
Cl -8.3649 -7.5175 -0.6105 0.0 0.1 0.0
H -6.9233 -5.7130 -0.1648 0.0 -0.2 -0.1
C -2.5271 -5.4866 -4.5182 0.0 0.0 0.2
Cl -2.0383 -7.1498 -4.1550 0.0 0.0 -0.1
Cl -3.6285 -5.4523 -5.9073 0.0 0.0 -0.1
Cl -3.2824 -4.7347 -3.1027 1.1 -0.8 -1.6
H -1.6358 -4.9165 -4.7743 -0.1 -0.1 0.0
C 4.0903 1.8446 -0.5053 0.0 -0.3 -0.1
Cl 4.3749 0.2085 -1.1066 0.0 0.2 1.0
Cl 2.3707 2.2602 -0.6061 0.3 0.0 0.2
Cl 4.6710 2.0050 1.1608 0.0 0.1 0.0
H 4.6463 2.5410 -1.1302 -0.3 -0.3 0.3
C -1.7818 6.0277 3.5454 0.0 0.0 0.1
Cl -1.9791 5.2497 5.1218 0.1 0.1 -0.2
Cl -1.4602 4.8193 2.2932 0.3 0.3 0.6
Cl -3.2162 6.9802 3.1365 0.1 0.0 0.0
H -0.9280 6.7001 3.5997 -0.2 -0.1 0.0
C 0.0413 1.8153 4.1048 0.0 -0.1 -0.2
Cl 0.4525 2.1227 5.7993 -0.1 0.0 -0.3
Cl 1.5051 1.7254 3.1150 -0.2 0.1 0.0
Cl -0.9039 0.3276 3.9538 0.1 0.3 0.0
H -0.5653 2.6439 3.7440 0.1 -0.2 0.1
C 4.7996 6.1352 -1.5696 -0.2 -0.1 0.4
Cl 3.3195 5.9261 -0.6234 0.1 0.0 -0.1
Cl 5.9859 7.0874 -0.6652 -0.1 -0.2 0.0
Cl 5.4769 4.5633 -2.0200 0.1 0.4 -0.2
H 4.5502 6.6725 -2.4776 0.0 -0.1 0.2
C 7.1203 8.9296 -4.0840 0.1 0.2 0.1
Cl 6.8183 10.0641 -5.4076 0.1 -0.1 0.1
Cl 6.9394 9.7430 -2.5184 0.1 0.0 -0.3
Cl 6.0441 7.5368 -4.2150 0.2 0.1 -0.2
H 8.1455 8.5746 -4.1665 -0.2 0.1 0.0
C 5.4229 -0.7519 -4.5301 -0.3 0.0 0.1
Cl 6.8127 0.2167 -5.0484 0.0 0.0 0.0
Cl 4.0874 0.2931 -4.0341 0.1 -0.1 -1.0
Cl 4.9114 -1.8459 -5.8229 0.1 0.1 0.1
H 5.7241 -1.3519 -3.6731 -0.1 0.1 -0.2
C 1.6461 2.9543 9.6065 0.0 -0.1 0.0
Cl 0.8493 4.3807 8.9265 0.0 -0.1 0.1
Cl 1.0462 1.4801 8.8351 0.1 0.1 0.3
Cl 3.4021 3.0794 9.4291 -0.1 0.0 0.1
H 1.4121 2.9051 10.6679 0.1 0.0 -0.2
C -4.7486 -1.6020 4.1603 0.0 -0.2 -0.3
Cl -5.1948 0.1121 4.1512 0.0 0.0 0.0
Cl -4.4914 -2.1860 2.5123 -0.3 0.1 0.6
Cl -3.2989 -1.8575 5.1417 -0.1 -0.1 0.0
H -5.5675 -2.1665 4.6014 0.2 0.2 0.0